89
Properties=species:S:1:pos:R:3:forces:R:3:mulliken_charge:R:1 method="wB97M-V/def2-TZVPD" de_lowest_kcal_mol=0.0 e_tot_ev=-85901.199 fmax_ha_per_bohr=0.0585 total_charge=0
Pd -2.338 -0.321 -0.119 -1.73 0.12 -0.55 0.351
Cl -3.423 5.359 -3.665 -0.08 0.39 0.01 -0.225
C -3.088 3.732 -3.230 0.31 -0.79 -1.04 0.151
C -3.162 3.362 -1.910 -0.06 -0.64 0.58 -0.704
C -2.873 2.042 -1.534 -0.02 0.33 -2.87 0.184
N -2.765 1.599 -0.264 0.35 -0.38 2.96 -0.142
C -2.811 2.329 0.897 0.02 0.18 -2.32 0.147
O -3.033 3.532 0.996 0.17 -0.34 0.37 -0.730
C -2.532 1.473 2.069 -0.16 -1.16 1.22 0.435
C -2.169 2.054 3.286 -0.16 0.10 -0.60 -0.646
C -2.051 1.272 4.411 -0.21 -1.00 -0.18 -0.748
C -2.349 -0.095 4.297 0.06 0.89 0.26 -0.511
C -2.665 -0.612 3.061 -0.17 -0.25 -0.30 -0.010
N -2.718 0.118 1.942 0.68 1.23 0.32 0.106
C -2.602 1.054 -2.562 -0.48 2.80 -0.24 -0.008
C -2.497 1.475 -3.898 -0.10 -0.57 0.65 -0.746
C -2.723 2.794 -4.221 -0.32 0.97 0.74 0.095
Cl -2.566 3.316 -5.853 0.06 -0.10 -0.34 -0.230
N -2.424 -0.206 -2.105 0.53 -2.70 0.91 -0.159
C -2.351 -1.374 -2.812 -0.17 2.10 -0.27 0.386
O -2.418 -1.481 -4.034 0.22 -0.37 0.38 -0.756
C -2.257 -2.549 -1.912 -0.28 -1.21 0.96 0.062
C -2.048 -3.819 -2.453 -0.08 0.65 -0.05 -0.580
C -2.124 -4.931 -1.647 -0.17 0.11 0.87 -0.432
C -2.431 -4.749 -0.292 0.07 -0.23 -0.68 -0.866
C -2.601 -3.468 0.186 -0.05 0.15 0.22 0.010
N -2.499 -2.381 -0.578 0.66 -0.26 -1.02 0.139
H -3.434 4.077 -1.151 0.07 0.05 -0.03 0.576
H -1.995 3.120 3.303 -0.09 0.06 -0.04 0.503
H -1.766 1.698 5.359 0.05 0.06 0.14 0.442
H -2.343 -0.731 5.166 0.02 -0.15 0.06 0.509
H -2.909 -1.665 2.962 0.17 0.06 -0.08 0.273
H -2.246 0.751 -4.655 -0.02 0.00 -0.09 0.630
H -1.854 -3.884 -3.511 -0.01 0.03 -0.15 0.518
H -1.980 -5.921 -2.049 0.04 -0.10 -0.04 0.464
H -2.548 -5.593 0.369 0.01 -0.04 0.08 0.479
H -2.847 -3.303 1.231 0.11 0.03 -0.11 0.282
C 4.431 -1.524 -2.055 -0.06 -0.09 -0.20 -0.729
C 3.687 -2.608 -1.268 -0.03 0.04 -0.01 -0.934
C 2.235 -2.193 -0.982 0.11 -0.01 0.25 -0.541
C 2.171 -0.684 -0.744 -0.45 0.14 0.30 0.810
C 2.466 0.024 -2.074 0.08 -0.06 -0.06 -0.689
C 3.444 -0.777 -2.944 0.20 0.09 0.09 -0.981
P 0.519 -0.128 -0.028 0.80 0.27 0.36 1.339
C 0.665 1.748 0.090 0.04 -0.46 -0.08 1.351
C 1.930 2.320 0.746 -0.09 0.07 -0.08 -0.616
C 2.172 3.777 0.332 -0.14 0.12 0.20 -0.946
C 0.853 4.508 0.123 0.16 0.06 -0.13 -0.903
C 0.083 3.915 -1.061 -0.03 -0.06 0.12 -0.277
C 0.420 2.433 -1.258 -0.28 0.02 0.06 -0.769
C 0.661 -0.620 1.791 -0.19 -0.03 -0.49 1.113
C 0.067 -2.029 1.934 -0.21 0.15 0.29 0.603
C 0.231 -2.534 3.363 0.02 -0.12 -0.17 -0.838
C 1.714 -2.739 3.704 0.06 -0.01 -0.04 -1.060
C 2.626 -1.881 2.823 -0.04 0.11 0.21 -0.545
C 2.005 -0.519 2.533 0.15 -0.01 -0.05 -1.066
H 5.226 -1.971 -2.654 0.06 0.03 0.05 0.472
H 4.899 -0.812 -1.371 0.07 0.00 0.00 0.302
H 4.213 -2.798 -0.329 -0.05 -0.06 0.03 0.206
H 3.684 -3.543 -1.832 0.04 -0.05 0.01 0.516
H 1.872 -2.752 -0.121 -0.06 -0.05 -0.06 -0.166
H 1.589 -2.445 -1.824 -0.09 -0.04 -0.03 0.418
H 2.943 -0.430 -0.012 0.08 0.02 -0.03 0.351
H 2.908 1.000 -1.868 -0.11 0.08 -0.04 0.120
H 1.534 0.172 -2.625 0.00 0.14 -0.01 0.110
H 3.972 -0.098 -3.616 -0.06 -0.03 -0.07 0.495
H 2.905 -1.495 -3.563 -0.02 -0.02 -0.09 0.345
H -0.200 1.995 0.725 0.12 -0.03 -0.05 -0.705
H 2.810 1.745 0.457 0.07 -0.17 0.11 -0.029
H 1.824 2.269 1.830 0.11 -0.09 0.07 0.300
H 2.749 3.810 -0.592 0.11 0.05 -0.06 0.328
H 2.757 4.275 1.108 0.13 0.02 -0.08 0.547
H 1.036 5.571 -0.043 -0.08 0.03 0.10 0.572
H 0.253 4.415 1.031 -0.05 0.09 0.10 0.182
H 0.317 4.448 -1.984 -0.03 0.07 0.01 0.562
H -0.985 4.039 -0.878 0.01 -0.01 -0.07 -0.239
H 1.310 2.358 -1.879 0.01 -0.09 -0.05 0.662
H -0.397 1.933 -1.781 0.16 0.04 -0.14 -0.530
H -0.044 0.068 2.277 0.03 -0.03 -0.05 -0.327
H 0.550 -2.732 1.256 -0.07 -0.05 -0.09 0.438
H -0.987 -1.983 1.646 0.21 -0.13 0.02 -1.203
H -0.316 -3.470 3.490 -0.07 -0.01 0.12 0.494
H -0.203 -1.800 4.044 -0.07 0.02 0.05 0.130
H 1.994 -3.786 3.577 -0.04 -0.05 0.08 0.328
H 1.873 -2.485 4.753 0.08 -0.06 0.04 0.387
H 2.831 -2.394 1.884 0.07 -0.06 -0.12 -0.123
H 3.584 -1.736 3.328 0.04 -0.06 -0.11 0.569
H 2.722 0.080 1.977 0.02 0.14 0.04 0.399
H 1.839 -0.012 3.486 0.05 0.10 0.07 0.520